No. 1
Below is the molecule C4H13N3O2, with properties calculated with ωB97M-V with the def2-TZVPD basis set.

ORCA input file:
```
! wB97M-V def2-TZVPD RIJCOSX def2/J DEFGRID3
* xyz 0 1
C 1.695 0.456 -1.662
C 1.210 0.788 -0.214
O 2.270 0.630 0.654
N 0.155 -0.153 0.022
N -0.177 -0.270 1.569
N 0.887 -0.767 2.237
C -1.122 0.130 -0.573
C -2.024 -1.071 -0.624
O -1.828 1.255 0.007
H 1.531 -0.580 -1.864
H 2.755 0.788 -1.648
H 0.932 1.108 -2.297
H 1.000 1.911 -0.151
H 2.283 -0.390 0.652
H -0.443 0.658 1.775
H 0.301 -1.666 2.603
H 1.098 -0.179 3.025
H -0.914 0.540 -1.605
H -1.572 -1.790 0.041
H -2.218 -1.522 -1.655
H -3.043 -0.823 -0.185
H -2.777 0.947 -0.105
*
```

Computed properties:
Calculated total energy, Ha: -474.8047
Energy above the lowest of the compared OMol25 structures with the same formula, charge and spin, kJ/mol: 452.19
Largest force on an atom, eV Å⁻¹: 5.7
Kohn-Sham gap, eV: 9.47

=====

No. 2
Below is a cluster of 2 separate species, C4H13N4O in total, with properties calculated with ωB97M-V with the def2-TZVPD basis set.

ORCA input file:
```
! wB97M-V def2-TZVPD RIJCOSX def2/J DEFGRID3
* xyz 1 1
C -1.758 -1.062 -2.062
C -0.781 1.054 -1.272
N -0.979 -0.288 -1.119
N -1.381 1.693 -2.269
N 0.079 1.716 -0.486
H -0.239 -0.855 -0.752
H -1.353 -2.079 -2.289
H -1.886 -0.503 -3.057
H -1.543 1.293 -3.174
H -1.582 2.678 -2.161
H 0.625 1.141 0.203
H -0.064 2.665 -0.196
H -2.792 -1.245 -1.703
C 1.802 0.326 2.828
C 1.442 -0.681 1.734
O 1.403 -0.391 0.526
N 1.175 -1.993 1.976
H 2.314 1.088 2.242
H 2.219 -0.215 3.664
H 1.130 -2.584 1.164
H 1.240 -2.502 2.843
H 0.931 0.747 3.361
*
```

Computed properties:
Calculated total energy, Ha: -454.2828
Energy above the lowest of the compared OMol25 structures with the same formula, charge and spin, kJ/mol: 118.14
Largest force on an atom, eV Å⁻¹: 2.7
Kohn-Sham gap, eV: 11.41